# C33H27HfN8S4

C33H27HfN8S4 as an isolated structure in a non-equilibrium geometry (ωB97M-V/def2-TZVPD, OMol25).

M   842.4 Da
Total charge   +1
Kohn-Sham gap   7.36 eV
E_tot   -91226.457 eV

```
73
Properties=species:S:1:pos:R:3:forces:R:3:lowdin_charge:R:1
Hf 0.252901 -0.414102 -0.170150 -0.844 -0.683 0.037 1.392
C -2.171637 -2.821663 5.378275 -0.072 -0.075 0.064 -0.036
C -1.261549 -2.070187 4.457244 0.043 0.119 -0.103 -0.255
C 0.037901 -2.512471 4.204161 -0.005 0.056 -0.038 -0.014
C 0.866607 -1.857480 3.316316 -0.071 0.065 -0.081 -0.033
C 0.442390 -0.699650 2.654604 -0.113 -0.052 0.216 -0.303
N 1.194124 -0.050374 1.649557 0.256 -0.281 -0.182 -0.135
C 2.502394 0.350641 1.883975 0.265 0.346 0.013 -0.222
C 3.129451 0.210690 3.129467 -0.051 0.046 -0.103 -0.004
C 4.422555 0.633327 3.356660 -0.014 0.018 -0.039 -0.023
C 5.164023 1.259031 2.362769 -0.113 -0.017 -0.103 -0.267
C 6.552141 1.765692 2.614562 0.099 0.035 0.022 -0.042
C 4.542913 1.457144 1.139516 -0.061 -0.088 0.167 0.022
C 3.249716 1.009881 0.884336 0.105 -0.043 0.317 -0.127
N 2.720235 1.314703 -0.412630 -0.027 0.132 -0.144 -0.080
C 3.425307 1.645268 -1.502864 -0.035 0.011 -0.026 -0.026
C 2.550772 2.078556 -2.482367 0.071 0.019 0.103 -0.012
C 1.301704 1.963692 -1.900877 -0.034 0.015 -0.028 -0.138
N 1.389810 1.487378 -0.649838 0.132 0.118 -0.185 -0.058
C -0.858595 -0.262219 2.916728 0.149 -0.258 0.160 -0.171
C -1.702821 -0.939310 3.787352 0.139 -0.028 -0.016 0.029
N -1.356794 0.880371 2.241147 -0.106 0.294 -0.173 -0.061
C -2.002943 1.930771 2.768869 -0.031 0.073 -0.086 -0.012
C -2.292110 2.808643 1.743692 0.023 -0.083 0.124 -0.014
C -1.773791 2.199312 0.606661 0.071 -0.018 -0.116 -0.117
N -1.216876 1.026537 0.903472 -0.052 0.079 0.306 -0.044
H -1.602940 -3.405359 6.099200 -0.002 -0.018 0.021 0.083
H -2.801495 -3.512382 4.814408 -0.007 -0.010 0.009 0.092
H -2.827119 -2.146240 5.925488 -0.025 0.005 0.012 0.084
H 0.397431 -3.405239 4.697471 0.011 -0.047 0.030 0.123
H 1.851160 -2.252736 3.105081 0.018 0.012 -0.019 0.129
H 2.578389 -0.229622 3.944966 -0.020 -0.029 0.019 0.107
H 4.856170 0.488339 4.337252 0.022 -0.004 0.037 0.121
H 7.018082 1.231244 3.440949 0.007 0.005 -0.001 0.081
H 6.538597 2.826572 2.871905 0.013 0.002 0.003 0.089
H 7.184310 1.645081 1.735682 0.018 0.008 -0.007 0.082
H 5.077591 2.006634 0.379642 0.032 0.040 -0.044 0.114
H 4.494440 1.552966 -1.525347 0.046 -0.005 -0.010 0.134
H 2.797304 2.417656 -3.470174 0.016 0.029 -0.063 0.111
H 0.330814 2.176220 -2.323175 -0.011 -0.050 -0.034 0.114
H -2.716839 -0.584563 3.920600 -0.049 0.016 0.014 0.131
H -2.193672 1.978672 3.825714 -0.017 0.014 0.060 0.141
H -2.794993 3.754252 1.813723 -0.029 0.052 0.013 0.109
H -1.746623 2.569950 -0.404124 -0.025 -0.040 -0.016 0.096
S 2.237656 -1.946611 -0.733643 -0.134 0.181 0.069 0.636
C 1.311766 -2.007076 -2.211384 0.099 0.009 -0.185 -0.757
C 1.411931 -3.014017 -3.175870 0.018 0.121 0.014 -0.065
C 0.647196 -2.913337 -4.315888 -0.044 0.088 0.056 -0.030
C -0.223883 -1.831038 -4.481157 0.032 0.035 0.099 -0.038
C -0.313332 -0.902966 -3.472889 0.019 -0.025 -0.116 -0.125
N 0.439521 -0.986222 -2.363008 0.178 -0.207 -0.059 -0.127
H 2.095544 -3.833774 -3.014295 0.007 -0.020 0.004 0.114
H 0.719669 -3.672533 -5.081873 0.002 -0.027 -0.041 0.119
H -0.829534 -1.722827 -5.367278 -0.026 -0.001 -0.041 0.109
H -0.998558 -0.065960 -3.531091 0.032 -0.035 -0.009 0.097
S -6.121202 -0.520243 -1.297787 -0.067 0.024 0.042 0.655
C -4.567151 -0.860850 -0.938076 -0.261 -0.122 0.026 -1.119
S -4.032669 -2.095151 0.198135 0.110 0.177 -0.124 1.016
C -2.383489 -1.777252 -0.241552 0.014 0.169 -0.179 -1.106
N -2.237876 -0.814245 -1.107271 0.297 -0.355 0.259 -0.072
N -3.459878 -0.295639 -1.488900 0.039 0.152 0.111 -0.157
C -3.503146 0.395685 -2.743830 0.104 0.055 -0.172 -0.275
C -3.704587 -0.349671 -3.897712 0.038 0.064 0.065 -0.030
C -3.658991 0.281729 -5.128902 -0.021 -0.096 0.005 -0.063
C -3.416646 1.644945 -5.204854 0.016 0.091 -0.005 -0.068
C -3.244330 2.386713 -4.046518 -0.013 0.013 0.004 -0.064
C -3.294071 1.762144 -2.807812 -0.072 -0.055 0.081 -0.022
S -1.003580 -2.589648 0.403710 -0.114 0.009 0.030 0.617
H -3.897826 -1.410850 -3.823268 0.001 -0.056 0.018 0.131
H -3.820003 -0.291167 -6.030647 -0.011 -0.029 -0.050 0.113
H -3.383550 2.133309 -6.168095 0.000 0.027 -0.039 0.110
H -3.095752 3.455597 -4.103677 0.015 0.043 -0.004 0.109
H -3.221663 2.335329 -1.894468 0.019 -0.006 0.009 0.097
```
Forces are in eV/Å.

# C33H27N4O6Ti

C33H27N4O6Ti as an isolated structure (ωB97M-V/def2-TZVPD, OMol25).

M   623.5 Da
Total charge   -1
Kohn-Sham gap (spin up / spin down)   5.15 / 5.15 eV
E_tot   -76024.905 eV

```
71
Properties=species:S:1:pos:R:3:forces:R:3:lowdin_charge:R:1
Ti -0.301434 1.213743 0.424393 0.510 0.194 0.203 1.088
O -2.654220 1.040733 6.784080 -0.251 -0.173 -0.126 -0.059
C -1.803172 0.246188 6.343101 0.641 0.530 0.354 -0.703
O -1.279715 -0.753200 6.879334 -0.224 -0.200 -0.112 -0.066
C -1.194817 0.623823 4.973104 -0.089 -0.261 -0.094 -0.106
C -0.152667 -0.173296 4.425241 -0.180 0.176 0.019 0.055
C 0.300738 0.100228 3.171208 0.193 -0.152 -0.059 -0.216
N -0.239980 1.094423 2.408273 -0.167 0.191 0.262 -0.039
C -1.042344 2.026859 3.012154 -0.045 -0.135 0.102 -0.201
C -1.586306 1.738466 4.289905 0.002 0.189 -0.035 0.053
C -1.142529 3.211915 2.250468 0.025 0.140 -0.066 -0.232
C -1.707336 4.436431 2.684306 -0.054 -0.082 0.031 -0.030
C -1.590002 5.554375 1.920145 0.008 0.025 -0.015 -0.103
C -0.908109 5.466519 0.672191 -0.009 -0.042 0.013 -0.093
C -0.414017 4.268475 0.268159 0.009 0.039 -0.056 -0.138
N -0.510231 3.131042 1.017384 -0.125 -0.266 -0.173 -0.066
C 1.455907 -0.508798 2.510647 0.055 0.007 0.044 -0.195
C 2.145279 -1.626701 2.994958 0.018 0.020 -0.016 -0.003
C 3.267056 -2.058691 2.324365 -0.005 -0.021 0.034 -0.073
C 3.689957 -1.372391 1.183768 -0.001 0.057 -0.027 -0.072
C 2.940221 -0.294657 0.758747 0.051 -0.043 0.010 -0.138
N 1.843511 0.127527 1.392193 -0.403 -0.112 -0.180 0.085
H 0.244396 -0.959054 5.052985 0.033 -0.015 -0.027 0.111
H -2.313479 2.391941 4.755975 0.003 -0.020 0.020 0.115
H -2.203283 4.459108 3.646153 -0.003 0.026 -0.007 0.109
H -1.999208 6.498957 2.253369 -0.007 -0.006 0.011 0.090
H -0.796889 6.332437 0.034202 0.004 0.000 -0.003 0.090
H 0.070105 4.142509 -0.693013 0.002 0.018 0.005 0.111
H 1.789744 -2.132551 3.881674 0.002 0.002 0.003 0.113
H 3.818290 -2.919704 2.681677 -0.004 -0.001 0.000 0.102
H 4.573333 -1.671155 0.635509 -0.001 0.000 0.002 0.098
H 3.204320 0.250796 -0.140431 -0.011 -0.009 -0.011 0.111
O 0.657403 -1.079500 -0.787899 -0.181 -0.153 -0.262 -0.035
C 0.670414 -0.834128 -2.186902 -0.002 0.060 0.039 -0.316
C 0.278913 0.669183 -2.343165 0.034 0.145 -0.166 -0.568
O -0.229353 1.058032 -3.372851 0.110 -0.006 -0.018 0.101
O 0.613321 1.409430 -1.329603 -0.112 -0.100 0.215 -0.122
C -0.341533 -1.721250 -2.896482 -0.020 0.015 0.025 -0.146
C -1.233426 -2.495037 -2.165257 0.018 -0.008 -0.016 -0.024
C -2.173755 -3.286171 -2.815932 -0.003 -0.009 0.000 -0.081
C -2.229011 -3.308330 -4.199811 -0.006 -0.004 -0.001 -0.100
C -1.337888 -2.534221 -4.934127 0.003 0.003 0.006 -0.077
C -0.400909 -1.746250 -4.287398 -0.007 -0.006 -0.019 -0.022
C 2.085138 -1.051701 -2.717287 -0.018 0.002 -0.007 -0.139
C 2.563281 -2.357460 -2.807950 0.008 0.008 0.001 -0.024
C 3.874738 -2.607134 -3.180796 0.001 -0.011 -0.002 -0.080
C 4.722665 -1.550600 -3.483590 0.004 0.007 -0.001 -0.096
C 4.249142 -0.249170 -3.410535 -0.002 0.004 -0.001 -0.072
C 2.938358 0.001401 -3.025949 -0.008 -0.012 -0.003 -0.012
H 1.311807 -1.748644 -0.558777 0.034 0.042 0.024 0.109
H -1.191440 -2.469064 -1.084529 0.005 -0.002 0.000 0.106
H -2.864158 -3.883659 -2.233206 -0.001 0.001 0.000 0.099
H -2.961677 -3.923376 -4.707394 -0.001 0.000 0.002 0.095
H -1.378006 -2.541454 -6.016257 0.002 0.001 0.001 0.099
H 0.282140 -1.133192 -4.860399 0.000 -0.002 0.007 0.123
H 1.895586 -3.185204 -2.594679 -0.003 -0.001 0.002 0.126
H 4.232026 -3.627389 -3.243203 -0.001 0.001 -0.001 0.100
H 5.746370 -1.741375 -3.779979 -0.001 -0.002 0.000 0.097
H 4.902406 0.580273 -3.650294 0.001 -0.001 0.002 0.103
H 2.584288 1.022381 -2.960562 0.003 0.002 -0.003 0.121
N -3.517647 -1.525793 0.971384 -0.002 -0.014 -0.013 0.200
C -2.653536 -0.639912 0.446263 0.062 0.007 -0.033 -0.505
O -1.470489 -0.641576 0.809253 0.084 0.000 0.115 -0.042
C -3.094530 0.338492 -0.598219 0.008 -0.031 0.000 -0.178
C -2.301814 1.616878 -0.348363 0.119 -0.001 0.016 -0.204
H -3.217279 -2.049567 1.778429 -0.010 -0.010 -0.012 0.122
H -4.501104 -1.425905 0.798402 0.001 -0.001 -0.003 0.106
H -4.186239 0.441064 -0.605728 -0.004 0.001 0.013 0.107
H -2.810372 -0.111822 -1.557940 -0.010 0.006 0.002 0.117
H -2.814415 2.229359 0.402824 -0.038 -0.015 -0.013 0.058
H -2.202540 2.216082 -1.257699 -0.048 0.010 -0.002 0.057
```
Forces are in eV/Å.

# C33H28BCo2F3O8S

C33H28BCo2F3O8S as an isolated structure in a non-equilibrium geometry (ωB97M-V/def2-TZVPD, OMol25).

M   770.3 Da
Kohn-Sham gap   2.84 eV
E_tot   -145968.118 eV

```
76
Properties=species:S:1:pos:R:3:forces:R:3:lowdin_charge:R:1
C 2.127652 -5.208335 -5.078027 0.066 -0.095 -0.385 -0.126
C 1.559706 -4.598985 -3.849494 -0.559 0.435 1.179 -0.578
C 0.669588 -5.100621 -2.918605 0.067 0.384 -0.206 -0.143
C 0.485600 -4.250842 -1.758062 0.557 -0.056 -0.978 -0.139
C 1.322109 -3.156131 -1.784894 0.538 -0.730 -0.337 -0.385
B 2.072375 -2.267997 -0.553985 -1.972 0.992 -2.446 -0.945
C 1.317228 -0.886733 -1.024552 0.861 -0.694 1.655 -0.078
C -0.060061 -0.873194 -0.871692 -0.812 0.958 -0.292 -0.038
C -0.810231 0.176863 -1.399964 0.157 -0.444 0.348 -0.020
C -0.144756 1.238837 -2.003521 -0.537 0.285 -0.332 -0.134
C -0.963689 2.401993 -2.492543 0.003 0.270 0.137 -0.524
F -1.081263 3.356826 -1.501989 -0.049 -0.436 -0.780 0.094
F -0.415707 3.019444 -3.570961 -0.386 -0.232 0.652 0.121
F -2.238429 2.052211 -2.832506 0.732 0.275 0.201 0.107
C 1.244417 1.256856 -2.119581 0.335 -0.741 0.243 0.011
C 1.982813 0.164054 -1.638592 -0.455 0.882 -0.671 -0.006
O 1.676447 -2.943281 0.629021 0.524 -0.062 1.024 0.066
C 2.891038 -3.359675 1.248644 0.331 0.172 0.035 -0.460
C 3.112893 -2.411070 2.435712 0.247 -0.143 -0.014 -0.014
C 2.724624 -4.782597 1.752646 0.149 -0.119 0.029 -0.008
C 4.013961 -3.209224 0.097901 -0.363 0.270 0.307 -0.465
C 5.378152 -2.767253 0.616741 -0.149 -0.129 0.132 -0.013
C 4.152143 -4.454168 -0.766775 0.080 -0.375 0.131 -0.019
O 3.483373 -2.173020 -0.726846 0.275 -0.145 0.971 0.043
S 2.146310 -3.047177 -3.297788 -0.220 -1.038 -0.116 1.092
H 1.528347 -6.055623 -5.422622 0.045 0.083 0.055 0.075
H 2.168497 -4.465728 -5.884665 0.041 -0.215 0.062 0.071
H 3.152339 -5.564654 -4.895993 -0.236 0.076 -0.096 0.077
H 0.177773 -6.068779 -3.027861 0.120 0.235 -0.059 0.099
H -0.211540 -4.486393 -0.953797 0.442 -0.027 -0.001 0.100
H -0.544422 -1.721605 -0.384579 0.265 0.066 -0.331 0.090
H -1.896784 0.152193 -1.346148 0.194 0.250 -0.116 0.106
H 1.756868 2.087497 -2.589807 -0.139 0.049 0.011 0.119
H 3.065716 0.139831 -1.774763 -0.309 -0.061 0.193 0.122
H 3.983748 -2.720352 3.027142 -0.062 0.198 -0.068 0.088
H 3.239898 -1.377093 2.085444 -0.010 -0.262 0.122 0.099
H 2.234271 -2.464324 3.092092 0.197 0.069 -0.233 0.060
H 3.668726 -5.127285 2.199008 -0.226 -0.063 -0.090 0.095
H 1.947593 -4.806635 2.525721 0.173 -0.052 -0.175 0.063
H 2.435025 -5.455008 0.936038 0.083 0.139 0.240 0.089
H 5.802209 -3.540767 1.269178 -0.007 0.145 -0.039 0.089
H 6.059195 -2.621144 -0.227615 -0.111 0.002 0.092 0.091
H 5.294438 -1.829621 1.175586 0.093 -0.168 -0.151 0.080
H 4.692477 -5.235934 -0.220241 -0.131 -0.039 -0.123 0.089
H 3.171841 -4.832607 -1.081271 0.238 0.028 0.049 0.079
H 4.724063 -4.204258 -1.667375 -0.087 0.028 0.181 0.095
O -7.056787 -1.179560 3.488443 2.157 -0.526 1.144 0.170
C -6.023334 -1.471870 3.911349 -2.251 0.184 -1.927 -0.124
Co -4.437778 -1.917736 4.530991 0.804 1.118 0.552 0.052
C -4.211420 -0.233241 5.011616 0.872 3.410 0.447 -0.133
O -3.976976 0.863165 5.306012 -0.695 -2.486 -0.500 0.160
C -5.050286 -3.061906 5.737661 -0.578 -3.511 2.375 -0.107
O -5.354262 -3.847018 6.535760 0.509 2.245 -1.876 0.153
C -3.372900 -2.656026 2.964185 -1.207 -1.965 -1.886 -0.153
C -2.559262 -1.847358 2.196322 -1.040 -0.136 -0.741 -0.100
C -2.454651 -1.183293 1.010540 -1.283 0.196 0.103 0.096
C -2.805625 0.244710 1.112132 -0.405 1.229 0.306 -0.229
C -4.074532 0.753792 0.735920 0.389 -0.599 -0.240 -0.011
C -4.358508 2.107892 0.880726 -0.064 -0.196 0.043 -0.060
C -3.441243 2.970326 1.476405 0.182 -0.157 0.175 -0.054
C -2.215974 2.473382 1.912627 -0.025 -0.097 -0.144 -0.043
C -1.895531 1.138128 1.696897 0.277 -0.561 0.169 -0.041
Co -2.007085 -2.043345 3.910830 1.255 1.294 2.682 0.076
C -2.482703 -2.186999 5.691713 0.119 -0.671 1.630 -0.203
O -2.234676 -2.315337 6.824525 -0.589 0.357 -2.288 0.151
C -0.604624 -3.121021 3.996145 3.338 -2.761 0.399 -0.025
O 0.345712 -3.780665 4.101242 -3.054 2.087 -0.310 0.164
C -1.289236 -0.465757 4.272866 2.633 3.466 1.820 -0.089
O -0.816360 0.502836 4.698533 -1.438 -2.521 -1.374 0.183
H -3.767199 -3.615955 2.612220 -0.192 0.489 -0.380 0.109
H -2.449942 -1.684155 0.045436 0.198 -0.100 0.101 0.145
H -4.829203 0.055473 0.365381 0.191 0.342 -0.063 0.125
H -5.318435 2.497244 0.548993 0.141 -0.175 0.094 0.114
H -3.691583 4.018351 1.631714 0.062 -0.244 -0.104 0.115
H -1.503487 3.116831 2.422702 -0.085 -0.089 -0.211 0.120
H -0.913389 0.726108 1.942527 -0.218 0.417 -0.009 0.123
```
Forces are in eV/Å.